Density functional theory data (ωB97M-V/def2-TZVPD) for a 12-piece molecular cluster, C62H133N5O21 overall.

```
! wB97M-V def2-TZVPD RIJCOSX def2/J DEFGRID3
* xyz 0 1
C -1.946 -2.348 -4.836
O -2.009 -3.582 -5.516
C -3.261 -4.124 -5.906
C -4.012 -3.274 -6.966
O -4.569 -2.194 -6.283
C -5.535 -1.418 -6.908
C -5.836 -0.138 -5.994
O -6.301 -0.412 -4.702
C -5.290 -0.766 -3.715
H -2.333 -2.517 -3.832
H -2.439 -1.563 -5.409
H -0.879 -2.132 -4.766
H -3.881 -4.328 -5.033
H -2.921 -5.079 -6.308
H -4.797 -3.861 -7.442
H -3.353 -2.876 -7.738
H -6.494 -1.907 -7.078
H -5.239 -1.061 -7.894
H -6.571 0.435 -6.561
H -4.889 0.400 -5.963
H -4.507 -0.008 -3.685
H -4.818 -1.738 -3.857
H -5.748 -0.868 -2.731
C 3.642 5.808 -1.952
O 2.358 5.976 -1.456
C 1.793 4.876 -0.787
C 0.552 5.241 -0.059
O -0.092 4.118 0.496
C -1.174 4.541 1.332
C -2.453 4.779 0.506
O -2.915 3.564 -0.070
C -4.199 3.766 -0.712
H 4.344 5.423 -1.212
H 3.958 6.746 -2.408
H 3.581 5.011 -2.693
H 2.490 4.313 -0.166
H 1.549 4.119 -1.532
H -0.092 5.896 -0.647
H 0.942 5.913 0.705
H -0.990 5.398 1.980
H -1.305 3.705 2.018
H -2.209 5.471 -0.300
H -3.302 5.117 1.100
H -4.998 3.815 0.027
H -4.401 2.903 -1.346
H -4.238 4.701 -1.271
C 7.616 3.242 -1.521
O 6.587 3.188 -2.452
C 6.409 1.862 -3.046
C 5.280 1.956 -4.136
O 3.992 2.264 -3.488
C 2.922 2.782 -4.304
C 2.372 1.684 -5.277
O 1.515 0.727 -4.603
C 2.116 -0.199 -3.739
H 7.621 4.254 -1.118
H 8.605 3.136 -1.967
H 7.677 2.541 -0.688
H 6.074 1.201 -2.246
H 7.361 1.529 -3.458
H 5.120 0.995 -4.625
H 5.541 2.642 -4.941
H 3.246 3.731 -4.730
H 2.155 3.168 -3.634
H 3.213 1.241 -5.810
H 1.836 2.174 -6.089
H 1.324 -0.889 -3.445
H 2.765 0.098 -2.915
H 2.712 -0.892 -4.332
C 7.670 4.369 2.075
O 6.464 4.807 2.556
C 5.603 5.441 1.733
C 4.273 5.826 2.431
O 3.524 4.766 2.911
C 2.194 4.979 3.350
C 1.574 3.662 3.813
O 2.129 3.160 4.983
C 1.558 1.954 5.383
H 7.555 3.577 1.335
H 8.327 3.979 2.852
H 8.252 5.131 1.557
H 5.423 4.916 0.795
H 5.995 6.412 1.430
H 3.745 6.445 1.706
H 4.469 6.484 3.278
H 1.621 5.556 2.624
H 2.333 5.648 4.200
H 1.697 3.004 2.953
H 0.533 3.913 4.018
H 1.477 1.238 4.565
H 0.585 2.201 5.809
H 2.100 1.409 6.156
C -6.243 -0.715 8.444
O -7.304 0.078 8.188
C -7.073 1.004 7.150
C -7.244 0.420 5.734
O -6.271 -0.556 5.389
C -6.226 -1.127 4.046
C -5.758 -0.176 2.951
O -4.390 0.054 3.085
C -3.779 0.856 2.037
H -5.959 -1.430 7.671
H -6.496 -1.351 9.291
H -5.439 -0.107 8.861
H -6.114 1.522 7.128
H -7.761 1.831 7.325
H -7.227 1.202 4.974
H -8.233 -0.033 5.668
H -7.178 -1.638 3.902
H -5.593 -2.013 4.080
H -6.246 0.799 2.949
H -5.903 -0.684 1.998
H -4.198 1.862 2.080
H -4.012 0.535 1.022
H -2.702 0.922 2.193
C -2.315 -7.841 0.342
O -2.165 -6.420 0.409
C -2.463 -5.861 1.658
C -2.341 -4.301 1.540
O -2.722 -3.719 2.775
C -2.447 -2.318 2.928
C -1.012 -1.937 3.243
O -0.133 -1.887 2.143
C 1.193 -1.561 2.490
H -1.726 -8.375 1.087
H -1.904 -8.164 -0.615
H -3.373 -8.099 0.392
H -1.782 -6.236 2.422
H -3.444 -6.199 1.991
H -3.050 -3.896 0.819
H -1.320 -4.023 1.278
H -3.047 -2.008 3.784
H -2.663 -1.771 2.010
H -0.689 -2.611 4.037
H -1.011 -0.929 3.658
H 1.869 -1.617 1.637
H 1.560 -2.201 3.293
H 1.165 -0.525 2.827
C 6.524 -4.765 3.818
O 6.145 -3.504 4.248
C 5.164 -2.858 3.450
C 5.139 -1.323 3.772
O 4.261 -0.734 2.743
C 4.009 0.654 2.688
C 5.174 1.581 2.171
O 5.328 1.478 0.786
C 4.389 2.158 0.016
H 7.278 -5.169 4.493
H 6.886 -4.692 2.793
H 5.711 -5.476 3.963
H 4.185 -3.320 3.576
H 5.367 -2.948 2.383
H 6.128 -0.878 3.665
H 4.716 -1.155 4.762
H 3.789 0.897 3.728
H 3.082 0.783 2.129
H 6.082 1.125 2.567
H 5.068 2.622 2.477
H 4.351 3.237 0.166
H 3.344 1.880 0.154
H 4.642 2.032 -1.036
C 6.705 -2.985 -0.554
C 6.092 -1.642 -0.397
C 4.604 -1.535 -0.861
C 3.792 -2.594 -0.237
N 3.151 -3.409 0.286
H 6.776 -3.179 -1.625
H 6.046 -3.773 -0.190
H 7.644 -3.054 -0.006
H 6.650 -0.909 -0.979
H 6.241 -1.251 0.609
H 4.452 -1.728 -1.923
H 4.192 -0.577 -0.542
C -1.471 -4.691 -2.366
C -0.409 -5.770 -2.436
C 0.812 -5.357 -1.685
C 1.512 -4.295 -2.396
N 2.023 -3.460 -3.058
H -1.161 -3.646 -2.369
H -2.076 -4.698 -1.459
H -2.244 -4.757 -3.132
H -0.140 -6.060 -3.451
H -0.726 -6.708 -1.980
H 1.451 -6.235 -1.589
H 0.518 -4.903 -0.739
C -2.969 2.270 -4.808
C -1.531 2.164 -4.280
C -1.264 2.921 -3.008
C -1.444 4.361 -2.988
N -1.574 5.490 -2.959
H -3.193 3.314 -5.026
H -3.676 2.026 -4.015
H -3.150 1.712 -5.727
H -0.782 2.474 -5.009
H -1.198 1.136 -4.133
H -0.218 2.851 -2.708
H -1.811 2.580 -2.129
C -5.505 -2.726 -0.462
C -5.982 -3.050 0.933
C -6.424 -4.533 1.111
C -6.740 -4.827 2.550
N -6.984 -5.083 3.665
H -6.353 -2.881 -1.129
H -4.695 -3.391 -0.761
H -5.118 -1.712 -0.559
H -6.811 -2.372 1.139
H -5.205 -2.860 1.673
H -5.639 -5.215 0.783
H -7.295 -4.693 0.477
C -0.027 1.056 0.618
C 0.547 0.082 -0.422
C -0.319 -1.140 -0.806
C -1.708 -0.767 -1.190
N -2.825 -0.485 -1.456
H -0.358 0.482 1.484
H -0.865 1.682 0.313
H 0.746 1.778 0.884
H 1.547 -0.225 -0.116
H 0.793 0.647 -1.321
H -0.393 -1.851 0.017
H 0.027 -1.536 -1.761
*
```

Output
LUMO energy = 0.5716 eV
SMILES = COCCOCCOC.COCCOCCOC.COCCOCCOC.COCCOCCOC.COCCOCCOC.COCCOCCOC.COCCOCCOC.CCCC#N.CCCC#N.CCCC#N.CCCC#N.CCCC#N
Gap between HOMO and LUMO = 9.960 eV
F_max = 0.079 Eh/bohr